Entry 1:
{"formula": "C48H106N6O12", "method": "ωB97M-V/def2-TZVPD", "charge": 4, "relative_energy_ev": 3.287, "orbital_gap_ev": 3.8, "mol_weight_g_mol": 959.4, "homo_energy_ha": -0.361, "lumo_energy_ev": -6.05, "elements": ["C", "C", "C", "O", "C", "C", "C", "O", "O", "O", "H", "H", "C", "O", "C", "C", "N", "H", "H", "C", "C", "O", "C", "H", "H", "H", "H", "H", "H", "H", "H", "H", "H", "H", "H", "H", "H", "C", "O", "C", "C", "N", "H", "H", "C", "C", "O", "C", "H", "H", "H", "H", "H", "H", "H", "H", "H", "H", "H", "H", "H", "H", "C", "O", "C", "C", "N", "H", "H", "C", "C", "O", "C", "H", "H", "H", "H", "H", "H", "H", "H", "H", "H", "H", "H", "H", "H", "C", "O", "C", "C", "N", "H", "H", "C", "C", "O", "C", "H", "H", "H", "H", "H", "H", "H", "H", "H", "H", "H", "H", "H", "H", "C", "C", "C", "N", "C", "C", "C", "C", "C", "C", "H", "H", "H", "H", "H", "H", "H", "H", "H", "H", "H", "H", "H", "H", "H", "H", "H", "H", "H", "H", "C", "C", "C", "N", "C", "C", "C", "C", "C", "C", "H", "H", "H", "H", "H", "H", "H", "H", "H", "H", "H", "H", "H", "H", "H", "H", "H", "H", "H", "H"], "positions_angstrom": [[-12.760, -16.351, 40.079], [-12.664, -15.606, 38.925], [-13.877, -15.321, 38.048], [-13.888, -14.689, 36.940], [-15.104, -15.801, 38.326], [-15.301, -16.590, 39.589], [-14.050, -16.823, 40.502], [-14.220, -17.479, 41.545], [-16.392, -16.993, 39.993], [-11.473, -15.198, 38.668], [-11.921, -16.456, 40.751], [-15.944, -15.687, 37.657], [-20.348, -16.946, 45.142], [-20.060, -18.300, 44.725], [-18.744, -18.671, 45.047], [-18.334, -20.139, 44.561], [-18.791, -20.308, 43.117], [-19.800, -20.313, 43.146], [-18.517, -19.553, 42.504], [-18.353, -21.647, 42.612], [-19.074, -21.969, 41.285], [-20.442, -21.990, 41.374], [-21.239, -22.471, 40.284], [-19.735, -16.195, 44.644], [-20.353, -16.796, 46.222], [-21.395, -16.811, 44.872], [-18.468, -18.795, 46.095], [-18.107, -17.948, 44.538], [-18.906, -20.931, 45.045], [-17.253, -20.264, 44.623], [-18.550, -22.442, 43.331], [-17.285, -21.557, 42.416], [-18.743, -22.973, 41.019], [-18.732, -21.341, 40.463], [-21.526, -21.711, 39.558], [-22.153, -22.848, 40.743], [-20.719, -23.358, 39.923], [-16.054, -19.948, 33.018], [-17.094, -20.822, 33.421], [-18.430, -20.254, 33.318], [-18.814, -20.457, 31.858], [-18.390, -21.906, 31.368], [-17.429, -21.879, 31.060], [-18.367, -22.478, 32.200], [-19.289, -22.644, 30.290], [-19.062, -22.096, 28.834], [-19.473, -20.718, 28.750], [-18.810, -19.849, 27.868], [-15.152, -20.023, 33.625], [-16.330, -18.894, 33.064], [-15.731, -20.190, 32.006], [-18.465, -19.256, 33.755], [-19.202, -20.834, 33.823], [-18.287, -19.809, 31.157], [-19.835, -20.220, 31.559], [-20.320, -22.602, 30.642], [-18.944, -23.678, 30.315], [-19.626, -22.765, 28.185], [-18.024, -22.192, 28.516], [-17.803, -19.774, 28.280], [-19.175, -18.823, 27.922], [-18.635, -20.104, 26.823], [-12.336, -17.323, 29.105], [-11.820, -17.059, 30.350], [-10.873, -15.955, 30.418], [-10.079, -15.993, 31.702], [-9.420, -17.315, 31.934], [-9.843, -18.053, 31.389], [-8.501, -17.321, 31.515], [-9.264, -17.718, 33.439], [-8.736, -19.157, 33.545], [-9.872, -19.948, 33.130], [-9.519, -21.208, 32.715], [-13.072, -16.578, 28.803], [-12.909, -18.243, 29.224], [-11.610, -17.594, 28.338], [-11.322, -14.963, 30.368], [-10.154, -15.995, 29.600], [-10.762, -15.850, 32.539], [-9.201, -15.347, 31.725], [-10.192, -17.693, 34.009], [-8.524, -17.087, 33.931], [-8.551, -19.451, 34.579], [-7.888, -19.231, 32.865], [-10.387, -21.859, 32.609], [-8.755, -21.718, 33.303], [-8.919, -21.022, 31.824], [-8.420, -19.540, 42.647], [-8.799, -19.587, 43.983], [-10.099, -20.235, 44.190], [-10.781, -19.845, 45.526], [-11.152, -18.394, 45.390], [-10.304, -17.904, 45.143], [-11.816, -18.285, 44.637], [-11.670, -17.778, 46.726], [-12.138, -16.274, 46.453], [-11.953, -15.565, 47.625], [-12.039, -14.140, 47.428], [-8.590, -20.492, 42.145], [-7.352, -19.344, 42.556], [-9.011, -18.751, 42.181], [-9.963, -21.311, 44.084], [-10.752, -19.918, 43.377], [-10.046, -19.946, 46.324], [-11.757, -20.327, 45.594], [-10.751, -17.829, 47.310], [-12.444, -18.386, 47.195], [-13.183, -16.163, 46.161], [-11.513, -15.797, 45.698], [-11.170, -13.812, 46.858], [-11.991, -13.571, 48.357], [-12.934, -13.831, 46.888], [-14.360, -10.773, 41.379], [-14.335, -9.387, 40.680], [-13.416, -9.367, 39.397], [-13.556, -7.982, 38.643], [-14.925, -7.900, 37.856], [-14.938, -8.785, 36.568], [-13.715, -8.434, 35.767], [-12.396, -8.694, 36.551], [-12.297, -7.766, 37.802], [-13.481, -6.764, 39.578], [-14.983, -11.455, 40.802], [-14.910, -10.660, 42.313], [-13.354, -11.190, 41.427], [-13.952, -8.614, 41.347], [-15.340, -8.984, 40.554], [-13.726, -10.025, 38.585], [-12.406, -9.541, 39.771], [-15.710, -8.199, 38.551], [-15.005, -6.839, 37.616], [-14.989, -9.867, 36.695], [-15.840, -8.485, 36.033], [-13.760, -9.012, 34.844], [-13.766, -7.417, 35.379], [-12.381, -9.737, 36.868], [-11.510, -8.500, 35.946], [-11.362, -7.918, 38.341], [-12.277, -6.707, 37.543], [-12.572, -6.808, 40.177], [-14.405, -6.734, 40.156], [-13.449, -5.856, 38.975], [-24.052, -17.739, 39.421], [-22.917, -16.800, 39.193], [-23.386, -15.365, 38.777], [-22.287, -14.271, 38.778], [-23.013, -12.974, 38.454], [-22.064, -11.833, 38.648], [-21.519, -11.759, 40.084], [-20.778, -13.056, 40.403], [-21.677, -14.257, 40.173], [-21.287, -14.600, 37.615], [-24.863, -17.169, 39.873], [-23.661, -18.548, 40.039], [-24.366, -18.148, 38.461], [-22.201, -17.211, 38.481], [-22.418, -16.766, 40.162], [-24.075, -14.894, 39.479], [-23.761, -15.566, 37.774], [-23.870, -12.903, 39.123], [-23.368, -12.995, 37.423], [-22.679, -10.933, 38.673], [-21.342, -11.793, 37.833], [-22.317, -11.539, 40.794], [-20.906, -10.859, 40.128], [-20.355, -13.074, 41.407], [-19.867, -13.132, 39.809], [-22.470, -14.325, 40.917], [-21.076, -15.163, 40.248], [-20.816, -15.549, 37.872], [-20.569, -13.781, 37.589], [-21.883, -14.759, 36.716]], "forces_ev_per_angstrom": [[-3.3926, -0.8521, 1.0816], [3.9386, 1.0233, -0.2338], [-0.2048, 1.3155, -3.2469], [2.3290, 0.5614, 0.3593], [-1.9543, -3.5537, 5.0253], [0.4523, 1.9325, -1.9609], [1.3821, -0.2199, -0.3044], [-0.3085, -0.2312, 0.6808], [-0.6934, -0.4926, 0.1395], [-2.0496, 0.2646, -1.0550], [0.1378, -0.0749, -0.1384], [0.0265, 0.1550, -0.0357], [-1.1332, -0.4740, -0.1620], [0.2843, -0.1878, 0.7411], [1.0509, -1.6425, -0.7974], [-1.6914, 2.0768, -0.9324], [0.3160, -1.2366, 1.2475], [-0.6360, 0.2013, -0.1119], [0.4569, 0.3626, -0.2903], [-0.5606, 0.2540, -1.7077], [1.1921, -0.9597, -0.8150], [-1.5359, 1.2093, 1.3355], [0.3726, -0.8070, 1.1354], [0.2363, -0.1905, -0.0572], [0.5499, -0.3149, 0.1062], [0.1081, 0.1471, -0.2638], [-0.4817, 0.8912, 0.4553], [0.6168, -0.0505, 0.2460], [0.3434, 0.1957, 0.4992], [-0.1871, -0.0644, -0.0089], [-0.1053, 0.4188, 0.2522], [-0.0373, -0.2310, 0.0310], [0.4079, -0.2898, -0.0719], [0.1942, 0.4939, 0.0219], [0.5547, -0.0115, -0.1578], [-0.0241, 0.1687, 0.0154], [-0.1002, 0.1649, -0.8150], [0.4425, 0.4736, -0.3435], [-1.1533, 0.1306, 1.0188], [0.8144, -1.3545, -0.9226], [0.5454, 0.6201, -2.0404], [-2.0309, 0.7531, -0.0862], [0.2933, 0.1637, -0.2272], [-0.0081, -0.3704, 0.3742], [1.3066, 1.1467, -0.3905], [-0.3017, 0.9215, 0.9062], [-1.2648, -1.3318, 0.4151], [2.1018, 0.4447, 0.3696], [-0.3356, -0.4730, 0.4057], [-0.2790, 0.0197, -0.0645], [-0.0920, 0.0920, -0.2980], [-0.0550, 0.2157, -0.6486], [0.6896, -0.4473, 0.8746], [0.4259, 0.0486, 0.2338], [-0.2806, -0.7407, 0.4360], [0.1287, 0.2625, -0.1291], [-0.0494, 0.0076, 0.0194], [-0.2972, 0.1721, -0.1578], [0.3154, -0.0384, 0.2550], [0.5907, 0.2297, -0.1292], [-0.6988, -0.3890, 0.1242], [-0.8120, -0.6055, -0.0546], [-1.3428, -1.0715, -0.9635], [2.2378, 1.5150, 2.0226], [0.1294, -0.5517, -0.5967], [-0.2467, -0.6466, 0.6260], [0.2523, -0.8920, 1.4521], [-1.1821, -0.5903, 0.2758], [0.6752, 0.3754, 0.1355], [0.8151, -0.8995, 0.1225], [-2.2765, 0.3668, -0.6883], [0.0577, 1.6653, 0.9397], [1.5418, -0.9778, -1.0116], [0.3273, 0.3115, -0.3826], [-0.1319, -0.0749, 0.0939], [0.3094, 0.6179, -0.1078], [-0.4473, -0.0775, -0.0506], [-0.1340, -0.2551, -0.4711], [0.2986, 0.2361, 0.1250], [-0.7495, 0.8186, -0.0894], [-0.2666, 0.4621, -0.6767], [-0.1900, 0.5276, -0.4333], [0.6690, 0.3865, -0.0476], [0.3154, -0.6482, 0.1198], [0.1220, 0.2855, -0.2703], [-0.2959, -0.0213, 0.9669], [-0.4470, -0.7933, -0.9964], [-0.1021, 0.0356, -1.0140], [-1.6513, -0.5628, 2.6166], [0.9558, 0.4713, -0.6282], [0.7752, 0.4735, -1.8990], [-0.4610, -0.0431, 1.8807], [0.3485, 0.4499, -0.3183], [-0.3373, 0.1594, -0.4491], [0.4163, 1.3206, -1.4569], [0.6548, -0.7280, 0.4609], [-0.0492, 0.8483, 1.2920], [0.4900, -0.0454, -0.2582], [-0.1675, -0.1166, -0.1033], [-0.1347, 0.2384, 0.3056], [0.1877, 0.0051, -0.5788], [-0.1066, -0.1061, 0.3136], [-0.2340, 0.0016, -0.2365], [-0.5802, -0.1435, 0.3393], [0.5041, -0.5980, 0.5238], [-0.3531, 0.4561, 0.4413], [0.0931, -0.1346, -0.4071], [-0.1624, -0.5758, -0.4118], [0.1625, -0.3373, -0.6070], [0.0919, -0.0235, -0.2673], [-0.1502, -0.6768, 0.2523], [-0.2188, -0.2551, -0.0220], [-0.6772, 0.8213, -1.0445], [0.6201, 0.0636, -0.3349], [-2.2113, 1.4205, 0.4477], [1.1815, 0.7803, 1.4338], [1.3160, -1.1571, -0.0362], [0.1453, 1.3254, 0.8854], [0.8191, -0.2332, -0.8236], [-0.4745, 0.9558, 0.2685], [-0.9987, -0.9503, -1.9461], [-0.9260, -0.6961, -0.2020], [0.2135, -0.1336, -0.2291], [0.6457, -0.1178, 0.3070], [-0.1731, -0.0381, 0.5237], [0.5627, -0.2835, 0.2706], [-0.2626, -0.4809, -0.6687], [0.2480, -0.5751, 0.6023], [0.1366, 0.2418, -0.6589], [0.2305, 0.1850, 0.1501], [-0.1498, -0.1374, -0.1817], [-0.0538, 0.0583, 0.5731], [-0.0620, -0.0594, -0.0527], [0.3925, -0.3158, 0.0539], [0.0807, 0.3335, 0.3824], [0.2143, -0.0468, -0.0348], [-0.1125, -0.1270, -0.1232], [-0.4499, -0.4251, 0.5564], [-0.2238, -0.1099, -0.4115], [-0.2433, -0.2057, 0.0917], [0.3224, -0.0072, 0.2875], [-0.0107, -0.2049, -0.1122], [-0.3452, -0.1356, -0.7919], [1.0046, 1.6172, 0.9481], [1.3150, -0.9702, 0.4198], [-0.8018, -1.5104, -1.5585], [0.6252, -0.2166, 0.2155], [-1.0234, 1.1747, 1.0880], [0.8150, -0.2665, -0.5704], [0.2631, 0.6010, 0.1267], [0.9803, -0.0658, -0.4507], [-0.6605, 0.0810, 1.8693], [-0.2028, -0.5917, 0.2553], [-0.5832, -0.0408, 0.0896], [-0.4179, -0.1338, 0.1665], [0.0068, 0.1531, -0.1178], [0.3365, 0.3028, -0.0862], [-0.5794, -0.7757, -0.2556], [-0.3389, 1.0959, -0.0697], [0.0603, -0.0317, 0.0498], [-0.0367, -0.3982, 0.0610], [-0.0480, 0.1637, -1.0458], [0.2028, 0.2331, 0.3301], [-0.2836, -0.3620, -0.0458], [0.4225, -0.2562, 0.1406], [-0.4501, -0.1313, 0.2617], [-0.0819, -0.0495, -0.4384], [-0.2599, 0.1534, -0.2572], [-0.1261, 0.0091, -0.0329], [0.1984, 0.2526, 0.0511], [-0.0700, -0.3303, -0.3851], [0.1173, 0.4626, 0.0494]]}

=====

Entry 2:
{"formula": "C3H5N3S", "method": "ωB97M-V/def2-TZVPD", "smiles": "Nn1cncc1S", "relative_energy_ev": 2.340, "orbital_gap_ev": 8.8, "mol_weight_g_mol": 115.2, "homo_energy_ha": -0.303, "lumo_energy_ev": 0.51, "elements": ["C", "C", "C", "H", "H", "H", "H", "H", "N", "N", "N", "S"], "positions_angstrom": [[-1.129, -1.231, -0.080], [-1.420, 0.965, 0.266], [-0.079, 0.735, -0.084], [2.003, -1.230, -0.822], [1.966, -1.089, 0.843], [-1.149, -2.295, -0.041], [-1.923, 1.892, 0.644], [0.780, 2.819, -0.432], [1.385, -1.318, -0.018], [0.152, -0.597, -0.176], [-2.067, -0.276, 0.211], [1.482, 1.625, -0.312]], "forces_ev_per_angstrom": [[0.5774, 4.0504, 1.3709], [1.0896, -1.0760, -0.5704], [0.9886, 1.1752, 1.0993], [-0.4728, 0.2028, -0.0303], [-1.6405, 0.1013, -1.2816], [-0.5093, -0.4142, -0.1034], [0.5994, -1.1235, -0.8889], [0.9229, -0.8070, 0.0653], [0.1007, 0.5023, 0.4578], [-1.6450, -2.3737, 0.2184], [2.0648, -1.6312, -0.5357], [-2.0758, 1.3936, 0.1986]]}